--- w ---
Molecular formula: C2HFI2O
Method: DFT, ωB97M-V/def2-TZVPD

Last column: Löwdin charge in e.
Geometry (Å):
C -0.823 0.502 -0.027  -0.474
C 0.354 -0.488 -0.099  -1.171
O -1.912 0.244 0.373  0.073
F -0.110 -1.737 0.291  -0.106
I 1.534 -0.621 -1.876  0.838
I 1.550 0.504 1.618  0.718
H -0.593 1.596 -0.280  0.122

E_LUMO = -1.18 eV
HOMO-LUMO gap = 8.82 eV
Multiplicity = 1
HOMO level = -0.3672 Ha

***

--- x ---
Molecular formula: C2HFI2O
Method: DFT, ωB97M-V/def2-TZVPD

Last column: Löwdin charge in e.
Geometry (Å):
C -0.302 -0.666 -0.171  -0.429
C 0.830 -1.081 -0.979  -0.619
O -1.418 -1.108 -0.225  0.076
F 0.707 -2.115 -1.824  -0.016
I 4.478 0.680 -0.158  -0.012
I 2.469 -1.258 0.272  0.904
H -0.006 0.156 0.513  0.097

E_LUMO (alpha / beta) = -2.29 / -2.49 eV
HOMO-LUMO gap (alpha / beta) = 7.37 / 6.17 eV
Multiplicity = 1
HOMO level (alpha / beta) = -0.3550 / -0.3182 Ha

***

Ranking the structures above by stability puts w first and x last.